A cluster of 19 separate species, C60H168N10O29 in total in a non-equilibrium geometry, computed with ωB97M-V with the def2-TZVPD basis set.

CARTESIAN COORDINATES (ANGSTROEM)
O1 -15.251 -3.990 -11.615
H1 -15.182 -3.203 -11.075
H2 -15.800 -4.584 -11.104
O2 -10.621 2.005 -11.543
H3 -10.133 1.323 -11.081
H4 -11.060 2.497 -10.849
O3 -17.747 -1.807 -16.618
H5 -17.250 -2.267 -15.941
H6 -18.660 -2.033 -16.440
O4 -20.388 2.659 -14.345
H7 -19.685 2.982 -13.782
H8 -21.001 2.234 -13.744
O5 -18.089 -3.239 -13.982
H9 -17.348 -3.227 -13.376
H10 -18.797 -3.653 -13.488
O6 -8.736 5.270 -6.838
H11 -8.680 6.197 -6.607
H12 -8.281 5.204 -7.677
O7 -8.199 5.942 -9.428
H13 -8.367 5.964 -10.370
H14 -7.705 6.743 -9.253
O8 -17.592 2.688 -8.699
H15 -17.542 2.198 -9.520
H16 -16.789 2.455 -8.232
O9 -18.359 4.289 -13.183
H17 -17.859 4.837 -12.579
H18 -17.962 4.449 -14.039
C1 -6.323 3.198 -7.708
O10 -6.963 1.996 -8.257
C2 -7.154 1.877 -9.617
C3 -7.704 0.469 -10.119
N1 -8.773 0.048 -9.265
C4 -9.202 -1.315 -9.403
C5 -9.715 -1.619 -10.816
O11 -10.794 -0.798 -11.162
C6 -11.364 -1.126 -12.436
H19 -5.472 3.406 -8.357
H20 -6.078 3.108 -6.650
H21 -6.948 4.090 -7.690
H22 -6.345 2.151 -10.295
H23 -7.881 2.608 -9.971
H24 -7.002 -0.358 -10.016
H25 -7.998 0.630 -11.156
H26 -8.522 0.289 -8.317
H27 -9.905 -1.597 -8.619
H28 -8.374 -1.971 -9.135
H29 -10.005 -2.668 -10.742
H30 -8.868 -1.504 -11.493
H31 -12.151 -0.402 -12.644
H32 -11.789 -2.129 -12.465
H33 -10.734 -1.056 -13.323
C7 -10.917 3.115 -8.739
O12 -12.008 3.170 -9.666
C8 -12.948 2.237 -9.203
C9 -14.247 2.362 -10.170
N2 -14.104 1.623 -11.476
C10 -15.001 2.170 -12.503
C11 -16.307 1.380 -12.659
O13 -16.276 0.476 -13.787
C12 -15.688 -0.820 -13.525
H34 -11.134 3.391 -7.708
H35 -10.161 3.843 -9.032
H36 -10.372 2.175 -8.834
H37 -13.240 2.307 -8.155
H38 -12.523 1.240 -9.318
H39 -14.414 3.430 -10.302
H40 -15.234 2.131 -9.769
H41 -13.181 1.584 -11.885
H42 -14.485 2.023 -13.452
H43 -15.189 3.242 -12.441
H44 -17.133 2.079 -12.788
H45 -16.547 0.797 -11.771
H46 -14.766 -0.701 -12.957
H47 -15.526 -1.484 -14.374
H48 -16.176 -1.382 -12.728
C13 -13.115 5.013 -3.068
O14 -13.495 5.461 -4.387
C14 -12.982 4.465 -5.333
C15 -13.686 4.962 -6.657
N3 -13.288 6.322 -7.157
C16 -11.939 6.413 -7.732
C17 -11.617 7.917 -8.074
O15 -10.755 8.389 -7.024
C18 -10.448 9.793 -7.099
H49 -13.959 5.141 -2.390
H50 -12.427 5.753 -2.658
H51 -12.760 3.984 -3.011
H52 -13.401 3.516 -4.999
H53 -11.894 4.497 -5.287
H54 -14.740 4.769 -6.456
H55 -13.718 4.296 -7.519
H56 -13.379 7.033 -6.445
H57 -11.881 5.930 -8.708
H58 -11.274 5.918 -7.025
H59 -12.475 8.553 -8.291
H60 -11.142 8.061 -9.045
H61 -9.729 10.108 -6.343
H62 -11.316 10.401 -6.847
H63 -10.228 10.049 -8.136
C19 -7.585 -0.477 -4.840
O16 -8.681 -0.535 -5.794
C20 -9.197 0.776 -6.183
C21 -9.790 1.542 -5.053
N4 -10.928 0.837 -4.441
C22 -12.160 0.770 -5.248
C23 -13.410 0.532 -4.460
O17 -13.487 1.270 -3.287
C24 -14.865 1.432 -2.850
H64 -6.951 0.368 -5.110
H65 -6.994 -1.392 -4.877
H66 -7.915 -0.312 -3.815
H67 -10.043 0.649 -6.858
H68 -8.448 1.453 -6.594
H69 -10.158 2.533 -5.317
H70 -9.023 1.829 -4.333
H71 -11.251 1.450 -3.706
H72 -12.098 -0.013 -6.004
H73 -12.289 1.637 -5.896
H74 -13.431 -0.532 -4.226
H75 -14.289 0.609 -5.100
H76 -15.182 0.398 -2.715
H77 -15.472 2.066 -3.497
H78 -14.954 2.035 -1.947
C25 -21.968 -1.296 -10.594
O18 -20.798 -0.944 -11.326
C26 -19.964 0.214 -10.948
C27 -20.814 1.506 -10.801
N5 -21.618 1.516 -11.962
C28 -22.816 2.176 -11.622
C29 -23.743 2.471 -12.859
O19 -24.981 2.961 -12.355
C30 -25.810 3.062 -13.501
H79 -22.779 -0.713 -11.030
H80 -21.912 -0.972 -9.555
H81 -22.129 -2.347 -10.837
H82 -19.113 0.320 -11.620
H83 -19.584 -0.081 -9.970
H84 -20.093 2.308 -10.643
H85 -21.256 1.434 -9.808
H86 -21.848 0.564 -12.207
H87 -22.645 3.186 -11.249
H88 -23.286 1.648 -10.793
H89 -24.021 1.552 -13.374
H90 -23.371 3.166 -13.613
H91 -26.875 3.012 -13.275
H92 -25.877 2.322 -14.298
H93 -25.736 3.994 -14.061
C31 -12.588 -1.237 -16.305
O20 -12.555 -2.692 -16.619
C32 -12.256 -3.714 -15.700
C33 -13.351 -3.908 -14.641
N6 -12.988 -4.577 -13.417
C34 -12.540 -5.976 -13.700
C35 -13.390 -6.946 -14.592
O21 -12.761 -8.207 -14.456
C36 -13.376 -9.370 -15.176
H94 -12.808 -0.659 -17.203
H95 -11.696 -0.834 -15.827
H96 -13.461 -1.070 -15.674
H97 -11.341 -3.585 -15.121
H98 -12.078 -4.637 -16.250
H99 -14.273 -4.360 -15.006
H100 -13.629 -2.926 -14.257
H101 -13.731 -4.438 -12.747
H102 -12.406 -6.490 -12.749
H103 -11.563 -5.909 -14.180
H104 -13.376 -6.475 -15.575
H105 -14.436 -6.868 -14.294
H106 -13.306 -9.236 -16.255
H107 -14.389 -9.633 -14.872
H108 -12.801 -10.277 -14.990
C37 -21.216 6.396 -10.669
O22 -19.863 6.652 -10.509
C38 -19.154 5.633 -9.748
C39 -17.690 6.068 -9.671
N7 -17.175 6.232 -11.100
C40 -15.802 6.592 -11.169
C41 -15.511 8.062 -10.810
O23 -15.779 8.773 -12.029
C42 -16.816 9.679 -12.110
H109 -21.483 6.084 -11.678
H110 -21.781 7.273 -10.354
H111 -21.609 5.554 -10.100
H112 -19.313 4.732 -10.340
H113 -19.575 5.581 -8.744
H114 -17.223 5.240 -9.137
H115 -17.589 6.974 -9.074
H116 -17.892 6.759 -11.576
H117 -15.531 6.536 -12.223
H118 -15.321 5.892 -10.486
H119 -14.491 8.234 -10.466
H120 -16.198 8.492 -10.081
H121 -16.430 10.640 -11.771
H122 -17.679 9.426 -11.495
H123 -17.151 10.131 -13.044
C43 -18.025 1.242 -17.526
O24 -17.703 2.609 -17.586
C44 -17.221 3.141 -16.328
C45 -16.780 4.583 -16.361
N8 -17.619 5.687 -15.793
C46 -19.043 5.661 -16.271
C47 -19.787 6.806 -15.543
O25 -21.123 6.751 -15.868
C48 -21.878 8.040 -15.651
H124 -18.719 0.993 -16.724
H125 -17.170 0.577 -17.644
H126 -18.724 1.171 -18.360
H127 -16.485 2.459 -15.903
H128 -18.009 3.075 -15.577
H129 -16.868 4.834 -17.419
H130 -15.735 4.691 -16.070
H131 -17.152 6.572 -15.928
H132 -19.312 4.634 -16.022
H133 -19.028 5.831 -17.348
H134 -19.318 7.697 -15.960
H135 -19.652 6.812 -14.461
H136 -22.457 8.219 -14.745
H137 -22.610 8.018 -16.458
H138 -21.263 8.922 -15.828
C49 -19.198 -1.893 -7.475
O26 -17.942 -2.297 -7.073
C50 -17.723 -2.516 -5.722
C51 -16.207 -2.668 -5.414
N9 -15.474 -3.212 -6.525
C52 -14.276 -2.408 -6.880
C53 -13.730 -2.919 -8.184
O27 -14.581 -2.524 -9.205
C54 -14.414 -1.182 -9.671
H139 -19.467 -0.914 -7.078
H140 -19.905 -2.705 -7.307
H141 -19.063 -1.902 -8.556
H142 -18.099 -3.492 -5.413
H143 -18.217 -1.714 -5.174
H144 -16.061 -3.203 -4.476
H145 -15.960 -1.612 -5.305
H146 -16.111 -3.138 -7.305
H147 -13.629 -2.735 -6.066
H148 -14.273 -1.324 -6.770
H149 -13.634 -4.004 -8.221
H150 -12.731 -2.589 -8.469
H151 -14.634 -0.400 -8.945
H152 -15.133 -0.966 -10.462
H153 -13.535 -0.949 -10.272
C55 -7.927 11.432 -10.194
O28 -7.640 10.360 -11.064
C56 -8.414 9.136 -10.974
C57 -8.142 8.158 -12.072
N10 -9.048 6.944 -12.005
C58 -8.710 5.889 -12.878
C59 -9.810 4.823 -12.620
O29 -11.041 5.538 -12.965
C60 -12.365 5.056 -12.664
H154 -7.939 10.915 -9.234
H155 -8.957 11.763 -10.328
H156 -7.225 12.262 -10.273
H157 -8.420 8.599 -10.026
H158 -9.411 9.576 -10.956
H159 -8.268 8.596 -13.062
H160 -7.109 7.817 -12.126
H161 -9.964 7.142 -12.381
H162 -8.817 6.181 -13.923
H163 -7.698 5.497 -12.772
H164 -9.601 4.004 -13.309
H165 -9.765 4.491 -11.583
H166 -12.564 4.261 -13.383
H167 -13.085 5.854 -12.845
H168 -12.556 4.733 -11.640

Output
* E_LUMO: 0.0 eV
* HOMO level: -8.23 eV
* 2S+1: 1
* total charge: 0
* DFT total energy: -5115.5588 Eh



An isolated molecule of C6H10O in a non-equilibrium geometry, computed with ωB97M-V with the def2-TZVPD basis set.

CARTESIAN COORDINATES (ANGSTROEM)
C1 -1.311 -1.931 -0.380
C2 -1.109 -0.448 -0.775
C3 -1.471 0.095 -1.930
C4 1.620 1.200 1.327
O1 3.009 1.093 1.035
C5 0.788 0.557 0.256
C6 -0.547 0.363 0.380
H1 -2.033 -2.396 -1.056
H2 -0.339 -2.340 -0.637
H3 -1.648 -2.010 0.647
H4 -2.029 -0.510 -2.640
H5 -1.430 1.156 -2.144
H6 1.274 2.176 1.635
H7 1.417 0.614 2.253
H8 3.405 1.912 1.345
H9 1.309 0.419 -0.676
H10 -0.905 0.050 1.359

Output
* E_LUMO: 0.9 eV
* HOMO level: -8.93 eV
* 2S+1: 1
* total charge: 0
* DFT total energy: -309.7696 Eh



An isolated molecule of C3H4O3, computed with ωB97M-V with the def2-TZVPD basis set.

CARTESIAN COORDINATES (ANGSTROEM)
O1 0.792 -1.179 -1.615
C1 0.683 -0.177 -0.700
C2 0.084 -0.338 0.606
O2 1.463 -0.222 0.520
C3 -1.328 1.461 0.372
O3 -0.626 0.737 1.210
H1 0.374 -1.980 -1.276
H2 0.689 0.800 -1.170
H3 -0.297 -1.283 0.995
H4 -1.834 2.179 1.057

Output
* E_LUMO: 0.3 eV
* HOMO level: -9.14 eV
* 2S+1: 1
* total charge: 0
* DFT total energy: -342.2713 Eh



A cluster of 5 separate species, C24H49BrNO8 in total in a non-equilibrium geometry, computed with ωB97M-V with the def2-TZVPD basis set.

CARTESIAN COORDINATES (ANGSTROEM)
C1 6.080 0.100 0.637
C2 6.164 -0.985 -0.436
C3 6.489 -0.349 -1.791
C4 4.978 -1.980 -0.454
C5 3.523 -1.456 -0.208
N1 2.605 -1.512 -1.334
C6 2.941 -0.585 -2.365
C7 2.862 0.907 -1.948
C8 1.751 1.208 -0.951
Br1 2.591 2.042 -3.570
H1 6.978 0.718 0.643
H2 5.824 -0.279 1.626
H3 5.266 0.775 0.364
H4 7.060 -1.577 -0.204
H5 7.408 0.219 -1.701
H6 5.699 0.309 -2.144
H7 6.654 -1.162 -2.493
H8 5.192 -2.776 0.265
H9 4.965 -2.463 -1.434
H10 3.087 -2.123 0.544
H11 3.513 -0.446 0.251
H12 3.926 -0.823 -2.816
H13 2.204 -0.713 -3.166
H14 3.787 1.279 -1.521
H15 0.838 1.548 -1.435
H16 2.097 1.996 -0.278
H17 1.517 0.336 -0.344
O1 9.301 -0.412 -2.826
C9 10.228 -1.138 -2.606
O2 9.986 -2.389 -2.156
C10 10.992 -3.391 -2.026
C11 11.727 -3.281 -0.705
C12 11.659 -0.662 -2.739
H18 11.669 -3.374 -2.882
H19 10.459 -4.340 -2.068
H20 12.258 -2.333 -0.618
H21 12.451 -4.091 -0.602
H22 11.020 -3.333 0.123
H23 11.938 -0.130 -1.831
H24 11.709 0.023 -3.582
H25 12.379 -1.456 -2.926
O3 -5.846 2.108 -2.545
C13 -4.668 1.939 -2.738
O4 -3.782 2.347 -1.820
C14 -2.377 2.041 -1.873
C15 -1.634 3.027 -2.747
C16 -4.163 1.350 -4.034
H26 -2.215 1.006 -2.176
H27 -2.025 2.122 -0.847
H28 -1.978 2.989 -3.781
H29 -0.565 2.823 -2.737
H30 -1.801 4.045 -2.390
H31 -4.111 2.139 -4.783
H32 -4.872 0.593 -4.362
H33 -3.193 0.865 -3.954
O5 -5.837 -3.240 2.271
C17 -6.113 -2.135 1.879
O6 -5.817 -1.802 0.608
C18 -6.270 -0.590 -0.008
C19 -5.367 0.586 0.294
C20 -6.707 -1.089 2.793
H34 -7.308 -0.390 0.261
H35 -6.259 -0.790 -1.079
H36 -5.340 0.807 1.363
H37 -5.710 1.474 -0.233
H38 -4.344 0.369 -0.013
H39 -5.902 -0.619 3.356
H40 -7.384 -1.585 3.483
H41 -7.277 -0.329 2.282
O7 -8.199 0.978 3.791
C21 -9.012 1.122 4.663
O8 -10.061 0.277 4.721
C22 -10.986 0.242 5.809
C23 -12.087 1.270 5.646
C24 -8.927 2.272 5.640
H42 -10.465 0.337 6.763
H43 -11.415 -0.759 5.788
H44 -11.692 2.286 5.643
H45 -12.811 1.185 6.457
H46 -12.602 1.122 4.697
H47 -9.356 3.159 5.176
H48 -7.877 2.457 5.855
H49 -9.422 2.089 6.591

Output
* E_LUMO: 1.7 eV
* HOMO level: -1.72 eV
* 2S+1: 1
* total charge: -1
* DFT total energy: -4174.5158 Eh



A cluster of 2 separate species, C3H5F2N in total in a non-equilibrium geometry, computed with ωB97M-V with the def2-TZVPD basis set.

CARTESIAN COORDINATES (ANGSTROEM)
C1 -1.573 -0.245 -0.380
C2 -2.197 0.265 0.705
C3 1.431 -0.043 0.028
N1 2.705 -0.336 0.004
F1 -3.320 0.986 0.460
F2 1.075 0.979 -0.835
H1 -2.038 -0.135 -1.270
H2 -0.550 -0.818 -0.387
H3 -2.004 0.359 1.775
H4 3.455 0.192 -0.406
H5 3.015 -1.205 0.305

Output
* E_LUMO: 0.8 eV
* HOMO level: -9.15 eV
* 2S+1: 1
* total charge: 0
* DFT total energy: -371.6732 Eh



An isolated molecule of ClH2NO2Si in a non-equilibrium geometry, computed with ωB97M-V with the def2-TZVPD basis set.

CARTESIAN COORDINATES (ANGSTROEM)
N1 0.628 -0.895 0.314
O1 -0.072 -1.692 0.920
O2 1.837 -0.869 0.221
Si1 -0.403 0.538 -0.420
Cl1 -0.768 1.697 1.131
H1 0.224 1.397 -1.293
H2 -1.446 -0.176 -0.873

Output
* E_LUMO (alpha / beta): 0.5 / -3.2 eV
* HOMO level (alpha / beta): -7.52 / -10.54 eV
* <S²>: 2.0109
* 2S+1: 3
* total charge: 0
* DFT total energy: -955.9394 Eh



A structure of composition C5H9NO3 in a non-equilibrium geometry, computed with ωB97M-V with the def2-TZVPD basis set.

CARTESIAN COORDINATES (ANGSTROEM)
C1 1.355 -1.545 -0.407
C2 -0.889 -0.351 -0.551
C3 -1.532 -1.404 0.140
O1 0.616 -0.323 -0.575
H1 -1.211 -0.224 -1.581
H2 1.213 -2.189 -1.275
H3 2.400 -1.249 -0.337
H4 1.050 -2.073 0.497
H5 -1.269 -1.643 1.162
H6 -2.415 -1.864 -0.277
C4 0.809 1.081 0.696
N1 1.215 2.117 -0.053
C5 -1.307 0.978 0.226
O2 1.084 0.674 1.770
O3 -1.731 1.956 -0.390
H7 1.625 2.882 0.468
H8 0.580 2.387 -0.796
H9 -1.593 0.788 1.282

Output
* E_LUMO (alpha / beta): -0.4 / -0.2 eV
* HOMO level (alpha / beta): -7.27 / -8.29 eV
* 2S+1: 1
* total charge: 0
* DFT total energy: -476.2216 Eh



An isolated molecule of C6H10O in a non-equilibrium geometry, computed with ωB97M-V with the def2-TZVPD basis set.

CARTESIAN COORDINATES (ANGSTROEM)
O1 3.290 -2.500 0.366
C1 2.820 -1.363 0.379
C2 1.343 -1.175 -0.047
C3 0.950 0.374 -0.320
C4 -0.513 0.564 0.315
C5 -1.555 0.767 -0.501
C6 -2.920 1.133 0.095
H1 3.482 -0.565 0.610
H2 1.252 -1.816 -0.959
H3 0.699 -1.716 0.714
H4 1.587 0.989 0.238
H5 1.187 0.493 -1.405
H6 -0.428 0.587 1.364
H7 -1.408 0.847 -1.586
H8 -2.844 1.312 1.174
H9 -3.545 0.183 0.014
H10 -3.399 1.887 -0.451

Output
* E_LUMO: 1.0 eV
* HOMO level: -9.21 eV
* 2S+1: 1
* total charge: 0
* DFT total energy: -309.7842 Eh



Which value of total charge does entry 6 give?
0



Please write out number 3 again, unchanged.
An isolated molecule of C3H4O3, computed with ωB97M-V with the def2-TZVPD basis set.

CARTESIAN COORDINATES (ANGSTROEM)
O1 0.792 -1.179 -1.615
C1 0.683 -0.177 -0.700
C2 0.084 -0.338 0.606
O2 1.463 -0.222 0.520
C3 -1.328 1.461 0.372
O3 -0.626 0.737 1.210
H1 0.374 -1.980 -1.276
H2 0.689 0.800 -1.170
H3 -0.297 -1.283 0.995
H4 -1.834 2.179 1.057

Output
* E_LUMO: 0.3 eV
* HOMO level: -9.14 eV
* 2S+1: 1
* total charge: 0
* DFT total energy: -342.2713 Eh